DFT (ωB97M-V with the def2-TZVPD basis set) results for one molecule with the formula CN2O3 in a non-equilibrium geometry.

Summary:
- SMILES = N#CO[N+](=O)[O-]
- molar mass (g mol⁻¹) = 88.02
- largest force on an atom (eV/A) = 2.4
- ΔE to the lowest compared entry with this formula, charge and spin (kcal per mole) = 108.2
- HOMO energy (eV) = -11.505
- electronic energy (eV) = -10153.9333

The geometry in ORCA input format:
```
! wB97M-V def2-TZVPD RIJCOSX def2/J DEFGRID3
* xyz 0 1
N -1.23 0.65 -2.06
C -0.96 0.11 -1.08
O -0.69 -0.34 0.08
N 0.72 -0.16 0.87
O 1.57 0.31 0.22
O 0.60 -0.59 1.97
*
```